[1]
{"formula": "C21H22FN3O2S", "method": "ωB97M-V with the def2-TZVPD basis set", "symbols": ["C", "O", "C", "C", "C", "C", "C", "O", "C", "C", "C", "C", "N", "C", "C", "C", "C", "C", "N", "C", "N", "C", "C", "S", "C", "C", "C", "F", "H", "H", "H", "H", "H", "H", "H", "H", "H", "H", "H", "H", "H", "H", "H", "H", "H", "H", "H", "H", "H", "H"], "xyz": [[-5.103, -1.024, -1.048], [-4.888, 0.053, -0.167], [-3.685, 0.666, -0.178], [-2.631, 0.375, -1.041], [-1.423, 1.039, -0.937], [-1.225, 2.025, 0.021], [0.069, 2.722, 0.243], [0.109, 3.839, 0.714], [1.317, 1.909, -0.023], [2.579, 2.728, 0.249], [3.820, 1.841, 0.194], [3.658, 0.656, 1.154], [2.474, -0.134, 0.875], [2.660, -1.046, -0.258], [1.482, -1.307, -1.130], [1.323, -0.988, -2.451], [0.083, -1.513, -2.887], [-0.485, -2.130, -1.816], [0.361, -2.014, -0.741], [0.078, -2.474, 0.515], [0.933, -2.744, 1.432], [0.337, -3.148, 2.575], [-1.018, -3.199, 2.545], [-1.608, -2.702, 1.005], [1.294, 0.683, 0.929], [-2.290, 2.363, 0.859], [-3.483, 1.690, 0.761], [-4.492, 2.007, 1.595], [-6.110, -1.377, -0.837], [-5.043, -0.705, -2.094], [-4.388, -1.833, -0.869], [-2.744, -0.379, -1.802], [-0.640, 0.787, -1.635], [1.317, 1.546, -1.054], [2.656, 3.541, -0.475], [2.493, 3.179, 1.240], [3.963, 1.475, -0.826], [4.705, 2.417, 0.469], [4.530, 0.000, 1.113], [3.564, 1.033, 2.177], [3.451, -0.678, -0.924], [2.994, -2.000, 0.172], [2.023, -0.444, -3.054], [-0.326, -1.440, -3.875], [-1.410, -2.664, -1.724], [0.955, -3.406, 3.415], [-1.700, -3.496, 3.314], [0.412, 0.074, 0.730], [1.215, 1.055, 1.957], [-2.167, 3.143, 1.594]], "forces_ev_per_a": [[-0.032, -0.170, -0.175], [0.053, 0.338, 0.294], [0.163, 0.180, 0.070], [-0.353, -0.101, 0.025], [0.221, 0.257, 0.167], [-0.594, -0.002, -0.024], [0.189, -0.078, -0.186], [-0.049, -0.044, 0.027], [0.273, 0.212, 0.390], [-0.023, -0.126, -0.238], [-0.133, -0.069, 0.222], [0.166, 0.037, -0.152], [0.023, -0.039, -0.014], [0.257, -0.129, 0.312], [0.366, 0.240, -0.103], [0.044, -0.034, 0.174], [-0.133, -0.080, 0.057], [-0.244, -0.076, -0.359], [0.319, 0.287, -0.748], [-1.256, -0.523, 1.093], [0.718, 0.206, -0.805], [-0.665, -0.122, 0.399], [0.014, 0.014, -0.150], [0.808, 0.142, 0.049], [-0.200, 0.043, -0.262], [-0.070, -0.153, -0.088], [-0.051, -0.046, -0.013], [0.082, -0.093, -0.128], [0.080, -0.013, -0.053], [0.015, -0.019, 0.038], [-0.005, 0.021, -0.022], [-0.055, -0.073, -0.063], [0.155, -0.117, -0.026], [-0.061, -0.037, -0.031], [-0.016, 0.069, 0.096], [-0.012, 0.063, -0.005], [0.086, -0.013, -0.057], [0.072, 0.008, -0.058], [0.028, 0.014, 0.083], [0.110, 0.018, 0.039], [-0.103, -0.046, -0.008], [0.073, 0.107, -0.222], [0.215, 0.094, -0.030], [-0.139, -0.044, -0.165], [-0.146, -0.112, 0.010], [0.034, -0.055, 0.207], [-0.100, -0.098, 0.216], [0.011, 0.056, 0.110], [-0.108, 0.037, 0.009], [-0.027, 0.069, 0.095]], "molar_mass_g_mol": 399.5, "homo_energy_ev": -8.09, "lumo_energy_ev": 0.38, "gap_ev": 8.46}

***

[2]
{"formula": "C21H22N2O3", "method": "ωB97M-V with the def2-TZVPD basis set", "symbols": ["C", "C", "C", "C", "C", "C", "N", "C", "O", "C", "C", "C", "C", "C", "O", "C", "C", "C", "C", "N", "O", "C", "C", "C", "C", "C", "H", "H", "H", "H", "H", "H", "H", "H", "H", "H", "H", "H", "H", "H", "H", "H", "H", "H", "H", "H", "H", "H"], "xyz": [[-3.308, -4.414, 0.511], [-3.452, -2.959, 0.183], [-4.065, -2.560, -0.999], [-4.182, -1.220, -1.321], [-3.698, -0.244, -0.462], [-3.784, 1.221, -0.803], [-2.472, 1.830, -0.749], [-2.117, 2.728, 0.202], [-2.917, 3.239, 0.960], [-0.657, 3.044, 0.229], [-0.249, 4.353, 0.440], [1.103, 4.648, 0.501], [2.042, 3.645, 0.376], [1.639, 2.321, 0.191], [2.642, 1.404, 0.104], [2.303, 0.039, -0.050], [3.559, -0.765, -0.055], [3.829, -1.961, 0.671], [2.927, -2.688, 1.599], [5.037, -2.381, 0.410], [5.597, -1.507, -0.461], [4.719, -0.535, -0.748], [5.118, 0.533, -1.696], [0.285, 2.025, 0.109], [-3.089, -0.639, 0.723], [-2.966, -1.979, 1.039], [-3.089, -4.556, 1.566], [-4.218, -4.957, 0.264], [-2.493, -4.850, -0.069], [-4.452, -3.309, -1.676], [-4.661, -0.930, -2.246], [-4.219, 1.361, -1.797], [-4.394, 1.755, -0.068], [-1.761, 1.439, -1.347], [-0.996, 5.122, 0.554], [1.427, 5.666, 0.654], [3.098, 3.856, 0.433], [1.663, -0.293, 0.778], [1.758, -0.109, -0.997], [2.032, -3.019, 1.074], [2.625, -2.035, 2.417], [3.448, -3.551, 2.002], [6.198, 0.652, -1.679], [4.815, 0.268, -2.709], [4.633, 1.464, -1.419], [-0.051, 1.005, -0.009], [-2.716, 0.114, 1.403], [-2.492, -2.268, 1.966]], "forces_ev_per_a": [[0.048, -0.009, -0.053], [-0.059, -0.001, -0.058], [0.036, -0.072, 0.090], [0.002, 0.128, 0.064], [-0.025, -0.022, -0.086], [-0.134, 0.070, 0.106], [-0.012, -0.176, -0.291], [0.048, -0.004, -0.220], [-0.084, 0.162, 0.217], [0.284, 0.264, 0.205], [-0.253, -0.132, -0.034], [0.026, -0.077, -0.021], [0.051, -0.244, -0.014], [-0.052, 0.271, -0.044], [0.065, 0.211, 0.097], [-0.043, -0.324, -0.166], [0.552, 0.167, -0.268], [0.322, 0.391, -0.457], [0.093, -0.044, -0.013], [-0.294, -0.949, 0.791], [0.110, 0.695, -0.521], [-0.843, -0.059, 0.417], [0.087, -0.175, 0.023], [0.104, -0.177, -0.040], [-0.034, 0.030, -0.055], [-0.013, 0.019, -0.013], [0.005, -0.069, 0.059], [-0.033, -0.090, 0.022], [0.031, -0.095, 0.014], [-0.043, -0.087, -0.070], [-0.038, 0.045, -0.103], [-0.024, -0.010, 0.140], [0.029, -0.043, -0.192], [0.020, 0.112, 0.095], [-0.078, 0.069, 0.034], [0.035, 0.087, 0.006], [0.129, 0.029, 0.012], [-0.009, 0.057, -0.120], [-0.040, 0.104, 0.202], [-0.067, -0.052, 0.037], [-0.053, -0.015, 0.078], [-0.030, -0.074, 0.068], [0.065, 0.075, -0.037], [0.021, 0.026, -0.071], [0.021, 0.038, -0.017], [-0.005, -0.089, -0.005], [0.053, 0.080, 0.091], [0.029, -0.042, 0.101]], "molar_mass_g_mol": 350.4, "homo_energy_ev": -8.90, "lumo_energy_ev": 0.45, "gap_ev": 9.35}

***

[3]
{"formula": "C21H22N2O3", "method": "ωB97M-V with the def2-TZVPD basis set", "symbols": ["C", "O", "C", "O", "C", "C", "O", "C", "C", "C", "C", "N", "C", "C", "C", "C", "C", "C", "C", "N", "C", "C", "C", "C", "C", "C", "H", "H", "H", "H", "H", "H", "H", "H", "H", "H", "H", "H", "H", "H", "H", "H", "H", "H", "H", "H", "H", "H"], "xyz": [[-3.531, 4.277, -2.542], [-2.121, 4.148, -2.291], [-1.767, 3.124, -1.527], [-2.522, 2.334, -0.979], [-0.339, 3.015, -1.209], [0.472, 3.988, -1.791], [1.847, 4.098, -1.554], [2.457, 3.156, -0.638], [2.453, 3.773, 0.795], [1.742, 1.810, -0.754], [2.463, 0.754, 0.132], [1.793, -0.582, 0.192], [2.531, -1.617, 0.635], [1.956, -2.846, 0.975], [0.583, -2.943, 0.853], [-0.195, -1.891, 0.387], [0.454, -0.681, 0.069], [-0.375, 0.509, -0.413], [0.262, 1.936, -0.316], [-1.618, -2.339, 0.350], [-1.582, -3.675, 0.972], [-2.593, -4.651, 1.182], [-2.281, -5.884, 1.783], [-0.936, -6.212, 2.061], [0.075, -5.273, 1.809], [-0.278, -4.029, 1.249], [-3.762, 5.190, -3.086], [-3.851, 3.411, -3.158], [-4.100, 4.250, -1.612], [0.057, 4.779, -2.419], [3.481, 3.045, -1.027], [1.492, 4.304, 0.967], [2.651, 2.983, 1.525], [3.263, 4.566, 0.836], [1.757, 1.439, -1.772], [3.489, 0.569, -0.267], [2.575, 1.127, 1.165], [3.562, -1.440, 0.788], [2.574, -3.670, 1.400], [-1.347, 0.512, 0.094], [-0.546, 0.328, -1.453], [0.225, 2.255, 0.745], [-2.236, -1.716, 0.877], [-1.962, -2.440, -0.604], [-3.622, -4.388, 0.969], [-3.042, -6.640, 1.991], [-0.703, -7.156, 2.575], [1.094, -5.606, 2.035]], "forces_ev_per_a": [[-0.921, -1.049, -0.398], [-0.072, 0.028, -0.061], [-0.129, -0.726, 1.571], [-0.417, 0.211, -0.664], [1.786, 1.939, -1.713], [1.076, -1.668, 2.022], [-1.982, -0.245, -0.548], [-0.231, 0.517, -0.012], [0.585, 0.886, -1.153], [-0.315, -0.919, 1.494], [0.887, 0.869, -0.671], [-0.528, -0.052, 0.551], [-1.054, -1.789, 0.477], [1.320, 0.838, 0.018], [-0.289, -0.340, 0.419], [2.101, 0.434, -0.264], [-2.286, 0.776, -0.310], [0.313, 0.628, 0.573], [0.367, -0.260, 0.091], [0.274, 0.438, 0.293], [-0.336, -3.060, 0.700], [-0.149, 1.266, 0.151], [0.881, 0.289, -0.527], [-0.210, 0.818, 0.396], [-0.629, -0.722, -0.080], [0.779, -0.864, 0.336], [0.600, 0.019, 0.117], [0.123, 0.538, 0.350], [0.200, 0.054, -0.009], [0.445, -0.295, 0.169], [-0.266, 0.109, 0.243], [0.516, -0.584, 0.092], [-0.076, 0.529, 0.183], [-0.932, -1.064, 0.111], [0.107, 0.135, -0.434], [-0.775, 0.087, 0.289], [-0.204, -0.426, -0.387], [0.919, 0.234, -0.044], [-0.561, 0.865, -0.533], [0.161, -0.051, -0.204], [-0.395, -0.219, -0.875], [-0.009, -0.141, -0.416], [-0.145, 0.224, -0.135], [-0.159, 0.326, -0.307], [-0.069, -0.211, -0.039], [0.034, 0.537, -0.148], [-0.067, 0.458, -0.511], [-0.269, 0.635, -0.204]], "molar_mass_g_mol": 350.4, "homo_energy_ev": -14.15, "total_charge": 2, "lumo_energy_ev": -7.68, "gap_ev": 6.47}

***

[4]
{"formula": "C21H22N2O3S", "method": "ωB97M-V with the def2-TZVPD basis set", "symbols": ["C", "C", "C", "C", "C", "C", "C", "C", "N", "C", "C", "O", "C", "H", "H", "H", "C", "H", "H", "S", "O", "C", "C", "O", "N", "C", "C", "C", "C", "C", "C", "C", "H", "H", "H", "H", "H", "H", "H", "H", "H", "H", "H", "H", "H", "H", "H", "H", "H"], "xyz": [[3.540, 3.314, 3.301], [3.392, 2.056, 4.097], [4.289, 1.786, 5.123], [4.196, 0.639, 5.889], [3.185, -0.277, 5.639], [2.282, -0.032, 4.627], [2.372, 1.126, 3.849], [1.372, 1.288, 2.814], [0.407, 0.439, 2.582], [-0.304, 0.959, 1.537], [0.280, 2.138, 1.155], [1.340, 2.344, 1.973], [-0.025, 3.116, 0.083], [0.691, 3.931, 0.124], [0.041, 2.629, -0.890], [-1.031, 3.516, 0.202], [-1.469, 0.246, 0.982], [-2.262, 0.136, 1.722], [-1.856, 0.724, 0.085], [-0.954, -1.497, 0.587], [-2.109, -2.098, -0.102], [0.226, -1.050, -0.777], [-0.425, -0.218, -1.864], [-0.004, 0.880, -2.184], [-1.486, -0.815, -2.423], [-2.278, -0.196, -3.468], [-2.485, -1.169, -4.598], [-1.766, -1.055, -5.779], [-1.945, -1.975, -6.799], [-2.839, -3.020, -6.643], [-3.555, -3.143, -5.463], [-3.378, -2.223, -4.446], [-3.938, -2.320, -3.527], [-4.252, -3.958, -5.337], [-2.978, -3.737, -7.438], [-1.384, -1.876, -7.716], [-1.065, -0.243, -5.900], [-1.730, 0.688, -3.803], [-3.247, 0.116, -3.058], [-1.881, -1.628, -1.957], [0.574, -2.000, -1.183], [1.055, -0.512, -0.325], [1.485, -0.725, 4.409], [3.105, -1.175, 6.232], [4.909, 0.460, 6.679], [5.080, 2.495, 5.325], [4.387, 3.894, 3.658], [3.692, 3.086, 2.247], [2.641, 3.925, 3.377]], "forces_ev_per_a": [[0.051, 0.116, -0.040], [-0.118, -0.143, -0.001], [0.033, -0.042, 0.062], [0.012, -0.004, 0.014], [0.034, -0.010, 0.035], [-0.028, 0.112, -0.106], [0.559, 0.134, 0.408], [-0.955, -0.744, -0.337], [0.553, 0.064, 0.578], [0.473, 1.131, -0.316], [-0.880, -0.775, -0.233], [0.247, 0.103, 0.153], [0.129, -0.020, 0.037], [-0.003, 0.120, -0.026], [0.015, 0.070, 0.010], [-0.022, 0.095, 0.008], [0.325, -0.475, 0.021], [-0.049, -0.090, -0.052], [-0.082, -0.102, -0.111], [0.723, 1.131, -0.253], [-0.978, -0.786, -0.190], [-0.141, 0.028, 0.528], [-0.040, -0.321, 0.220], [0.220, 0.290, -0.104], [-0.257, -0.122, -0.179], [0.034, 0.132, -0.092], [-0.051, 0.082, 0.003], [-0.039, 0.026, 0.057], [0.041, -0.024, -0.080], [0.006, -0.050, -0.072], [-0.053, -0.088, 0.030], [0.034, 0.069, -0.061], [-0.094, -0.009, 0.112], [-0.058, -0.064, 0.008], [-0.013, -0.053, -0.062], [0.043, 0.008, -0.075], [0.072, 0.096, -0.005], [-0.159, -0.091, 0.049], [0.121, 0.042, -0.064], [0.169, 0.103, 0.062], [-0.028, -0.071, 0.104], [0.037, 0.033, -0.068], [-0.055, -0.088, 0.016], [-0.021, -0.078, 0.039], [0.059, -0.013, 0.063], [0.056, 0.075, -0.005], [0.037, 0.017, 0.021], [0.013, 0.100, -0.044], [0.028, 0.089, -0.059]], "molar_mass_g_mol": 382.5, "homo_energy_ev": -8.14, "lumo_energy_ev": 0.58, "gap_ev": 8.71}